Entry 1:
Entry from the OMol25 dataset: a molecular structure, HN2O5S2 at a distorted geometry (ωB97M-V/def2-TZVPD).

Last column: natural (NBO) charge in e.
Atoms and positions in Å:
S 4.591 1.097 -0.091  -0.5973
S 3.184 -0.199 -0.062  2.0384
O 2.253 0.127 -1.058  -0.9530
O -0.721 0.521 -0.150  -0.5477
O 0.755 -1.312 0.388  -0.5279
O 2.146 0.015 1.411  -0.4984
O 3.734 -1.535 0.119  -0.9322
N 0.392 0.811 0.542  0.0671
N 1.036 -0.173 0.709  0.4797
H -0.708 -0.515 -0.129  0.4714

* charge: -1
* frontier orbital gap: 8.2 eV
* largest force on an atom: 5.31 eV/Å
* energy relative to the best compared isomer or geometry (same formula, charge and spin): 113.1 kJ/mol
* highest occupied orbital energy: -4.63 eV
* 2S+1: 1

Entry 2:
Entry from the OMol25 dataset: a molecular structure, C36H52BF3MnN7PS3 at a distorted geometry (ωB97M-V/def2-TZVPD).

Last column: Löwdin spin population.
Atoms and positions in Å:
Mn -0.465 -0.612 -0.195  4.0124
S 0.131 -0.305 2.069  0.0196
S 0.337 1.513 -0.948  0.0400
S -0.168 -1.191 -2.436  -0.0652
P -0.926 -3.098 0.015  -0.1119
F -7.306 1.169 -0.966  0.0002
F -7.344 0.593 1.117  0.0003
F -6.769 2.602 0.563  0.0001
N 3.677 -0.481 -1.694  0.0026
N -2.644 -0.046 -0.101  0.0460
N 2.202 -1.401 0.923  0.0256
N 2.355 -0.700 -1.573  0.0076
N 3.236 -2.210 0.691  -0.0012
N 2.468 1.014 0.370  0.0046
N 3.526 1.092 1.167  -0.0020
C 5.113 2.344 2.468  0.0003
C 4.921 -3.778 1.450  0.0006
C 6.311 -0.602 -4.312  0.0000
C 6.472 -1.157 -1.876  0.0001
C 3.490 -1.090 -3.965  0.0003
C 1.280 4.518 -0.144  0.0009
C -4.199 1.704 0.394  0.0007
C 4.976 -4.966 2.416  0.0003
C 5.393 3.765 2.956  0.0000
C 5.735 -0.318 -2.926  0.0001
C -4.993 -0.449 -0.283  0.0009
C 6.138 -2.869 1.691  0.0004
C 4.253 -0.645 -2.855  0.0011
C 2.013 -2.005 3.212  0.0011
C 3.901 2.289 1.551  0.0028
C 1.538 -1.292 2.085  0.0137
C -5.255 0.858 0.107  0.0039
C 1.552 -1.054 -2.586  0.0000
C -3.678 -0.855 -0.371  0.0080
C -6.697 1.324 0.209  0.0003
C 2.079 3.352 0.319  0.0007
C 3.197 3.442 1.112  -0.0020
C -1.824 -3.401 1.554  -0.0180
C -2.910 1.212 0.274  0.0096
C 1.358 -1.858 4.540  0.0003
C 1.707 2.036 -0.016  0.0054
C 5.894 1.176 -2.603  0.0001
C 4.920 -4.301 0.011  0.0002
C 2.143 -1.299 -3.860  -0.0014
C 4.845 1.435 3.676  0.0003
C 0.599 -4.070 0.119  -0.0123
C 6.322 1.824 1.678  0.0002
C 3.100 -2.813 2.981  0.0006
C 3.698 -2.918 1.699  0.0056
C 1.301 -1.723 -5.012  -0.0028
C -1.847 -3.853 -1.349  -0.0117
B 2.032 -0.338 -0.140  0.0213
H -2.374 -4.729 -0.966  -0.0033
H 6.133 -2.017 1.010  0.0000
H 3.982 -1.249 -4.914  -0.0003
H 0.748 -2.634 -4.777  -0.0007
H 4.063 -5.565 2.382  0.0000
H 3.994 1.792 4.260  0.0000
H 5.164 -4.663 3.446  0.0000
H 1.745 5.453 0.158  0.0000
H -2.559 -3.185 -1.825  -0.0008
H 5.396 1.801 -3.347  0.0000
H 1.919 -1.910 -5.887  -0.0002
H -1.199 -3.090 2.391  0.0003
H -2.746 -2.823 1.583  -0.0002
H 0.273 -1.920 4.454  0.0003
H 1.706 -2.621 5.233  0.0000
H 4.658 0.408 3.360  0.0000
H 0.359 -5.127 -0.019  -0.0036
H 3.505 -3.402 3.792  -0.0001
H -2.065 -4.461 1.661  -0.0048
H -4.368 2.726 0.700  0.0001
H -2.058 1.845 0.483  0.0019
H 0.272 4.481 0.276  0.0003
H 4.129 -5.039 -0.139  0.0000
H 0.574 -0.948 -5.262  -0.0008
H 7.054 -3.437 1.526  0.0001
H 5.850 0.015 -5.086  0.0000
H -5.793 -1.137 -0.521  0.0001
H 7.532 -0.905 -1.890  0.0000
H 1.592 -0.877 4.962  0.0000
H 6.215 -1.654 -4.589  0.0000
H 5.870 -4.794 -0.191  0.0000
H 6.242 3.751 3.638  0.0000
H 4.547 4.185 3.503  0.0000
H 1.056 -3.950 1.101  0.0001
H 5.657 4.437 2.137  0.0000
H 6.081 -0.951 -0.880  0.0000
H 5.801 -5.617 2.130  0.0001
H 1.310 -3.771 -0.652  -0.0004
H 6.506 2.432 0.789  0.0000
H 6.173 0.789 1.366  0.0000
H -3.442 -1.863 -0.679  0.0007
H 3.542 4.414 1.434  -0.0002
H -1.135 -4.177 -2.107  0.0004
H 7.375 -0.369 -4.311  0.0000
H 5.718 1.436 4.327  0.0001
H 4.798 -3.496 -0.714  0.0000
H 7.213 1.873 2.303  0.0000
H 6.953 1.434 -2.608  0.0000
H 6.160 -2.493 2.716  0.0000
H 6.379 -2.225 -2.079  0.0000
H 5.492 1.405 -1.614  0.0000
H 1.187 4.511 -1.231  0.0002

* charge: +3
* frontier orbital gap (spin up / spin down): 6.6 / 6.8 eV
* largest force on an atom: 1.43 eV/Å
* energy relative to the best compared isomer or geometry (same formula, charge and spin): 54.9 kJ/mol
* highest occupied orbital energy (spin up / spin down): -16.91 / -16.94 eV
* 2S+1: 5

Entry 3:
Entry from the OMol25 dataset: 2 unconnected molecules or ions with the total composition C3H3BrN2S at a distorted geometry (ωB97M-V/def2-TZVPD).

Last column: natural (NBO) charge in e.
Atoms and positions in Å:
Br 0.808 2.230 -2.473  -0.4775
S -2.244 -1.738 1.131  0.4076
N -1.083 -0.914 0.481  -0.2703
N -0.107 -1.560 -0.259  -0.2568
C 0.505 0.612 0.149  -0.1401
C 0.867 -0.689 -0.348  0.0686
C -0.725 0.348 0.720  -0.1123
H 1.825 -0.745 -0.874  0.2459
H 1.333 1.330 0.201  0.2853
H -1.180 1.125 1.272  0.2497

* frontier orbital gap (spin up / spin down): 4.2 / 4.2 eV
* largest force on an atom: 3.78 eV/Å
* energy relative to the best compared isomer or geometry (same formula, charge and spin): 362.3 kJ/mol
* highest occupied orbital energy (spin up / spin down): -8.58 / -8.58 eV
* 2S+1: 1

Entry 4:
Entry from the OMol25 dataset: 3 unconnected molecules or ions with the total composition C31H60Br2N5O3 at a distorted geometry (ωB97M-V/def2-TZVPD).

Last column: Löwdin spin population.
Atoms and positions in Å:
Br -0.694 1.797 4.734  -0.0001
Br -1.958 4.050 2.766  0.0000
O 2.516 -0.882 4.168  0.4956
O -3.712 -0.967 -2.893  0.4985
O 2.661 1.300 0.832  0.0003
N -3.573 -0.740 -4.158  0.3967
N -2.616 5.947 -0.193  0.0000
N 0.258 0.057 -0.617  0.0001
N 1.181 3.087 0.841  0.0000
N 3.720 -1.317 3.991  0.3980
C -5.681 -1.545 -5.121  0.0178
C 5.282 -2.285 2.272  0.0027
C -1.983 1.066 0.064  0.0002
C 4.368 -1.781 5.264  0.0263
C 3.882 -0.878 6.389  -0.0012
C 3.323 -3.592 3.154  0.0176
C 3.840 -2.201 2.787  0.0276
C -1.233 -0.041 -0.685  0.0003
C -2.005 -1.159 -6.075  0.0049
C -1.240 2.395 0.452  0.0000
C 3.949 -3.226 5.562  0.0175
C 5.908 -1.657 5.180  0.0042
C -2.103 3.506 -0.225  0.0000
C -1.225 2.483 2.005  0.0001
C 3.005 -1.600 1.669  -0.0006
C -0.727 1.542 2.874  -0.0001
C 4.029 -4.179 4.372  0.0010
C -1.701 -2.242 -3.853  -0.0017
C -1.553 4.936 -0.273  0.0000
C -0.082 0.209 2.539  -0.0003
C 1.996 4.190 0.296  0.0000
C 2.250 2.322 2.961  0.0015
C -5.576 0.636 -3.878  -0.0009
C -4.574 0.476 -6.119  0.0029
C -4.924 -2.584 -5.949  0.0010
C -3.604 -2.964 -5.280  0.0171
C -4.842 -0.302 -4.824  0.0267
C 0.697 1.426 -1.020  0.0000
C -2.737 -1.772 -4.858  0.0264
C 2.065 2.153 1.493  0.0001
C 0.211 2.569 -0.129  0.0000
H -0.960 -1.466 -6.080  -0.0003
H 5.678 -1.290 2.063  0.0010
H -0.717 -0.429 1.919  0.0000
H -4.957 1.498 -3.626  0.0002
H 5.286 -2.852 1.341  -0.0005
H 2.456 3.925 -0.665  0.0000
H -4.134 -0.119 -6.912  0.0000
H -3.925 1.332 -5.931  0.0010
H -1.543 -1.024 -0.322  -0.0001
H 4.574 -3.590 6.379  0.0018
H 3.327 -0.586 1.435  0.0003
H 2.920 -3.219 5.936  0.0017
H -2.015 -0.071 -6.040  0.0017
H 1.834 3.261 3.316  0.0000
H 2.250 -3.527 3.361  0.0022
H -2.156 -2.769 -3.018  -0.0002
H 3.442 -4.244 2.286  0.0018
H 5.068 -4.420 4.135  0.0003
H -1.035 5.091 -1.225  0.0000
H 1.827 1.473 3.503  0.0007
H 6.297 -1.207 6.091  -0.0003
H 0.276 1.544 -2.026  0.0001
H -3.830 -3.562 -4.391  0.0016
H -3.444 5.548 0.229  0.0000
H 6.402 -2.621 5.057  0.0000
H -2.864 1.295 -0.541  0.0001
H 4.089 0.170 6.170  0.0002
H 0.129 3.364 -0.871  0.0000
H -5.536 -3.480 -6.051  0.0008
H 0.901 0.333 2.077  -0.0001
H 1.947 -1.575 1.933  -0.0004
H -4.754 -2.218 -6.965  0.0003
H -1.479 -0.035 -1.750  0.0003
H 0.114 -0.357 3.449  -0.0002
H -0.987 -2.912 -4.330  -0.0004
H -5.868 0.139 -2.957  -0.0005
H -3.110 3.475 0.204  0.0000
H -1.164 -1.370 -3.467  0.0001
H 3.328 2.306 3.159  0.0000
H 0.627 -0.581 -1.320  0.0000
H -5.524 0.853 -6.495  -0.0004
H -3.008 -3.597 -5.939  0.0018
H -2.381 0.647 0.987  0.0000
H 2.807 4.414 0.991  0.0000
H 5.962 -2.787 2.951  0.0000
H -2.342 6.691 0.435  0.0000
H 4.414 -1.154 7.299  -0.0004
H -6.476 0.996 -4.375  -0.0004
H 3.556 -5.124 4.643  0.0009
H -2.437 -1.470 -7.024  0.0001
H -5.994 -1.997 -4.175  0.0020
H 3.127 -2.214 0.776  -0.0004
H -0.820 5.078 0.521  0.0000
H 1.375 5.072 0.162  0.0000
H -2.223 3.168 -1.264  0.0000
H 6.213 -1.013 4.358  0.0015
H 0.652 -0.248 0.273  0.0000
H -6.589 -1.230 -5.637  0.0019
H 2.816 -0.986 6.570  -0.0003
H 1.780 1.436 -1.125  0.0000

* charge: +1
* frontier orbital gap (spin up / spin down): 8.0 / 8.8 eV
* largest force on an atom: 1.75 eV/Å
* energy relative to the best compared isomer or geometry (same formula, charge and spin): 38.5 kJ/mol
* highest occupied orbital energy (spin up / spin down): -10.44 / -11.30 eV
* 2S+1: 3

Entry 5:
Entry from the OMol25 dataset: 2 unconnected molecules or ions with the total composition C3H4O at a distorted geometry (ωB97M-V/def2-TZVPD).

Last column: natural (NBO) charge in e.
Atoms and positions in Å:
O -3.770 -0.054 -0.406  -0.5060
C -3.371 0.132 0.642  0.5091
C 0.640 -0.046 0.096  -0.3955
C -0.568 -0.050 -0.349  -0.3628
H -1.258 0.603 -0.042  0.1572
H -1.065 -0.652 -1.039  0.1818
H 0.828 0.719 0.797  0.2090
H 1.221 -0.860 -0.310  0.2073

* frontier orbital gap: 11.6 eV
* largest force on an atom: 3.92 eV/Å
* energy relative to the best compared isomer or geometry (same formula, charge and spin): 77.3 kJ/mol
* highest occupied orbital energy: -10.46 eV
* 2S+1: 1

Entry 6:
Entry from the OMol25 dataset: a molecular structure, C19H37MnNO4Si at a distorted geometry (ωB97M-V/def2-TZVPD).

Last column: Löwdin spin population.
Atoms and positions in Å:
Mn 0.023 0.090 -0.271  2.8335
Si -2.607 -1.780 0.177  0.0102
O -1.479 -0.949 -0.582  0.0671
O -2.037 -2.126 1.683  0.0055
O -4.014 -0.944 0.422  0.0028
O -3.093 -3.169 -0.540  -0.0005
N 0.427 -0.698 1.372  0.1478
C 0.221 1.245 -2.061  0.0140
C -0.318 1.460 1.125  -0.0990
C -2.621 -2.254 4.010  0.0002
C 2.015 0.415 -0.815  -0.0087
C -2.587 -4.082 -1.553  0.0000
C -0.043 0.371 2.183  0.0197
C -2.664 -5.492 -0.976  0.0000
C -4.735 -0.022 -0.448  0.0001
C 0.377 -0.145 -2.383  -0.0197
C -5.531 0.892 0.480  0.0000
C -2.438 -3.051 2.721  0.0006
C -1.157 -3.748 -1.957  -0.0001
C -5.697 -0.795 -1.347  0.0000
C -1.302 -4.056 2.889  0.0000
C -3.740 -3.764 2.373  0.0001
C 1.484 -0.665 -1.621  0.0305
C -3.507 -3.998 -2.768  0.0000
C 1.235 1.601 -1.104  -0.0259
C -3.795 0.810 -1.309  0.0001
H -1.529 -4.732 3.727  0.0000
H -6.300 -0.078 -1.925  0.0000
H 2.879 0.364 -0.155  -0.0012
H -4.866 1.459 1.141  0.0000
H -0.482 -3.795 -1.094  0.0000
H 0.475 2.214 1.150  -0.0017
H -0.192 -0.683 -3.137  -0.0007
H -1.722 -1.676 4.257  0.0002
H -3.264 0.193 -2.041  -0.0001
H -3.991 -4.439 3.207  0.0001
H -0.943 0.107 2.787  0.0055
H -4.551 -4.193 -2.486  0.0000
H -3.690 -5.732 -0.661  0.0000
H -1.338 1.856 1.161  0.0010
H -1.093 -2.754 -2.412  -0.0002
H -3.068 1.353 -0.696  0.0003
H -3.451 -3.011 -3.246  0.0000
H 1.864 -1.685 -1.680  0.0049
H -3.471 -1.566 3.924  0.0000
H -1.180 -4.654 1.975  0.0000
H -1.993 -5.610 -0.115  0.0000
H -0.496 1.924 -2.526  0.0038
H -2.823 -2.955 4.833  0.0000
H 0.542 -1.608 1.806  0.0055
H -3.202 -4.752 -3.510  0.0000
H -2.361 -6.220 -1.744  0.0000
H 0.717 0.696 2.926  0.0044
H -6.118 1.607 -0.112  0.0000
H -5.159 -1.435 -2.056  0.0000
H -3.642 -4.361 1.459  0.0000
H 1.403 2.600 -0.707  0.0000
H -6.380 -1.417 -0.757  0.0000
H -4.558 -3.043 2.246  0.0000
H -4.387 1.550 -1.868  0.0000
H -6.225 0.315 1.104  0.0000
H -0.356 -3.537 3.097  -0.0001
H -0.811 -4.488 -2.697  0.0000

* frontier orbital gap (spin up / spin down): 8.0 / 8.1 eV
* largest force on an atom: 3.85 eV/Å
* highest occupied orbital energy (spin up / spin down): -7.74 / -7.74 eV
* 2S+1: 4

Entry 7:
Entry from the OMol25 dataset: a molecular structure, C5H9NOS at a distorted geometry (ωB97M-V/def2-TZVPD).

Last column: natural (NBO) charge in e.
Atoms and positions in Å:
S -2.441 -0.386 0.201  -0.0751
O -0.705 2.096 0.195  -0.7097
N 1.460 -0.619 -0.731  -0.6300
C 0.737 -0.241 1.338  -0.4220
C -0.743 -0.373 -0.491  -0.3411
C 0.406 -1.184 0.166  -0.0825
C -0.157 1.046 -0.493  0.0651
C 1.189 0.646 0.119  -0.0655
H -1.879 1.852 0.149  0.4692
H -0.982 -0.702 -1.563  0.2457
H -3.022 -1.260 -0.806  0.1607
H 0.193 -2.251 0.206  0.2143
H 0.019 1.312 -1.582  0.1640
H 1.876 1.463 0.017  0.2150
H 2.454 -0.999 -0.542  0.3645
H -0.025 0.140 1.930  0.2141
H 1.621 -0.543 1.887  0.2133

* frontier orbital gap: 9.7 eV
* largest force on an atom: 6.24 eV/Å
* energy relative to the best compared isomer or geometry (same formula, charge and spin): 343.8 kJ/mol
* highest occupied orbital energy: -9.26 eV
* 2S+1: 1

Entry 8:
Entry from the OMol25 dataset: 3 unconnected molecules or ions with the total composition C13H29ClFN2O6P (ωB97M-V/def2-TZVPD).

Last column: natural (NBO) charge in e.
Atoms and positions in Å:
Cl 2.443 -0.134 -0.418  -0.3436
P 1.978 1.816 0.117  1.1511
F 1.515 -0.715 -5.147  -0.3053
O -1.693 0.442 0.219  -0.5376
O 4.267 -3.125 1.770  -0.5353
O -0.661 -0.814 -4.864  -0.5175
O -4.522 3.460 0.725  -0.5387
O 1.237 1.942 -3.523  -0.5544
O 2.749 2.659 -1.040  -0.9899
N 0.719 -0.236 -3.082  -0.7190
N -0.257 1.498 -1.771  -0.7072
C -0.594 1.162 0.712  -0.0747
C -1.454 -0.928 -0.059  -0.2535
C -6.450 2.956 2.175  -0.6442
C -5.757 3.928 1.236  -0.0630
C 0.646 1.159 -2.819  0.8160
C 0.412 -0.605 -4.411  0.9836
C 5.211 -2.747 0.786  -0.0652
C 5.403 -3.772 -0.320  -0.6445
C -5.448 2.352 -1.274  -0.6453
C 5.860 -4.276 3.257  -0.6447
C 0.211 1.909 -0.424  -0.4280
C 4.553 -4.314 2.485  -0.0634
C -4.573 2.264 -0.035  -0.0683
H -1.889 -1.560 0.718  0.1858
H 0.150 -0.760 -2.428  0.4154
H -5.114 3.164 -1.921  0.2096
H -1.901 -1.159 -1.032  0.1869
H 3.110 2.115 -1.754  0.5149
H 0.067 0.526 1.316  0.1742
H 5.982 -5.200 3.824  0.2155
H 6.724 -4.176 2.600  0.2033
H 3.721 -4.429 3.180  0.1866
H -4.879 1.421 0.595  0.1589
H 4.529 -5.181 1.815  0.1577
H 4.821 -1.824 0.358  0.1887
H -1.003 1.924 1.384  0.2019
H -5.798 2.703 3.012  0.2115
H -5.392 1.417 -1.832  0.2163
H -7.363 3.406 2.567  0.2150
H -0.018 2.974 -0.308  0.2274
H -5.509 4.843 1.775  0.1860
H 4.452 -3.986 -0.810  0.2106
H 5.806 -4.713 0.056  0.2029
H -0.853 2.227 -2.145  0.4062
H -6.729 2.029 1.673  0.2036
H 6.100 -3.388 -1.066  0.2164
H -0.380 -1.135 -0.137  0.1702
H 5.868 -3.437 3.954  0.2125
H 6.173 -2.498 1.249  0.1585
H -6.496 2.529 -1.029  0.2021
H -6.428 4.215 0.418  0.1579
H -3.543 2.068 -0.327  0.1962

* frontier orbital gap: 9.8 eV
* largest force on an atom: 0.76 eV/Å
* highest occupied orbital energy: -9.37 eV
* 2S+1: 1